1.
{
  "formula": "C5ErO5",
  "method": "wB97M-V/def2-TZVPD",
  "e_tot_ev": -43006.748,
  "multiplicity": 4,
  "gap_ev": [12.1, 12.3],
  "total_charge": 3,
  "e_lumo_ev": [-16.143, -15.992],
  "e_homo_ev": [-28.217, -28.257],
  "fmax_ha_per_bohr": 0.1952,
  "symbols": ["O", "C", "Er", "O", "C", "C", "O", "C", "O", "O", "C"],
  "xyz": [[1.256, 1.613, -2.257], [0.546, 1.012, -1.533], [-0.762, -0.347, -0.186], [2.045, 1.102, 1.695], [1.158, 0.647, 1.122], [0.470, -2.055, -1.207], [1.053, -2.930, -1.687], [-0.885, -1.527, 1.932], [-0.859, -2.191, 2.884], [-2.226, 2.877, -0.451], [-1.797, 1.799, -0.312]],
  "nbo_charge": [-0.1594, 0.3511, 1.9498, -0.1862, 0.3946, 0.3510, -0.1320, 0.3729, -0.1555, -0.1486, 0.3624]
}

2.
{
  "formula": "C5H10",
  "method": "wB97M-V/def2-TZVPD",
  "relative_energy_kcal_mol": 53.7,
  "e_tot_ev": -5344.937,
  "gap_ev": 10.7,
  "e_lumo_ev": 1.073,
  "e_homo_ev": -9.662,
  "fmax_ha_per_bohr": 0.0720,
  "smiles": "C=CC.C=C",
  "symbols": ["C", "C", "C", "H", "H", "H", "H", "H", "H", "C", "C", "H", "H", "H", "H"],
  "xyz": [[-2.264, -0.520, 0.079], [-2.019, -1.094, 1.256], [-0.838, -1.983, 1.604], [-3.144, 0.090, -0.056], [-1.543, -0.792, -0.684], [-2.582, -0.844, 2.151], [-0.025, -1.426, 2.087], [-0.470, -2.434, 0.675], [-1.133, -2.774, 2.303], [2.391, 2.210, -2.151], [2.347, 1.812, -0.851], [1.742, 2.966, -2.555], [2.925, 1.595, -2.867], [1.644, 2.264, -0.173], [2.969, 0.929, -0.817]],
  "nbo_charge": [-0.4214, -0.1566, -0.6520, 0.2095, 0.1939, 0.1833, 0.2198, 0.2083, 0.2153, -0.3753, -0.4149, 0.1844, 0.1856, 0.2130, 0.2072]
}

3.
{
  "formula": "C5H10",
  "method": "wB97M-V/def2-TZVPD",
  "relative_energy_kcal_mol": 59.0,
  "e_tot_ev": -5344.706,
  "gap_ev": 10.7,
  "e_lumo_ev": 1.253,
  "e_homo_ev": -9.420,
  "fmax_ha_per_bohr": 0.0969,
  "smiles": "C=CCCC",
  "symbols": ["C", "C", "C", "C", "C", "H", "H", "H", "H", "H", "H", "H", "H", "H", "H"],
  "xyz": [[2.192, -1.170, -0.343], [1.421, -0.102, -0.650], [0.272, -0.004, 0.337], [-0.804, 0.879, -0.188], [-2.138, 0.335, 0.329], [2.025, -1.814, 0.484], [3.144, -1.375, -0.876], [1.979, 0.809, -1.092], [0.659, 0.332, 1.329], [-0.051, -1.054, 0.447], [-0.739, 2.044, -0.147], [-0.559, 0.642, -1.223], [-3.001, 0.776, -0.032], [-2.152, 0.431, 1.312], [-2.250, -0.730, 0.313]],
  "nbo_charge": [-0.3640, -0.2160, -0.4396, -0.4054, -0.6005, 0.1849, 0.1882, 0.2236, 0.2026, 0.2117, 0.2101, 0.2013, 0.2049, 0.1975, 0.2007]
}

4.
{
  "formula": "C5H10",
  "method": "wB97M-V/def2-TZVPD",
  "relative_energy_kcal_mol": 126.0,
  "e_tot_ev": -5341.804,
  "gap_ev": 9.1,
  "e_lumo_ev": 1.130,
  "e_homo_ev": -7.966,
  "fmax_ha_per_bohr": 0.1125,
  "symbols": ["C", "C", "C", "C", "C", "H", "H", "H", "H", "H", "H", "H", "H", "H", "H"],
  "xyz": [[0.335, 0.081, 1.507], [1.405, -0.250, 0.764], [0.059, -0.226, -1.891], [-1.011, -0.696, -1.243], [-0.711, 0.916, 0.939], [0.038, -0.583, 2.323], [-0.069, 1.588, 2.086], [1.920, 0.484, 0.142], [2.045, -1.057, 1.084], [-0.011, 0.256, -2.858], [1.065, -0.617, -1.853], [-0.910, -1.402, -0.423], [-1.904, -0.826, -1.841], [-1.769, 0.666, 1.071], [-0.482, 1.666, 0.193]],
  "nbo_charge": [-0.2573, -0.4989, -0.3668, -0.4132, -0.5267, 0.2118, 0.2125, 0.1926, 0.1924, 0.1820, 0.2033, 0.2010, 0.2042, 0.2363, 0.2267]
}

5.
{
  "formula": "C5H10",
  "method": "wB97M-V/def2-TZVPD",
  "relative_energy_kcal_mol": 71.6,
  "e_tot_ev": -5344.161,
  "gap_ev": 10.4,
  "e_lumo_ev": 1.189,
  "e_homo_ev": -9.228,
  "fmax_ha_per_bohr": 0.0794,
  "smiles": "C=CC.C=C",
  "symbols": ["C", "C", "C", "H", "H", "H", "H", "H", "H", "C", "C", "H", "H", "H", "H"],
  "xyz": [[0.644, -0.565, 1.161], [0.924, 0.354, 0.188], [1.905, 1.536, 0.407], [0.162, -1.446, 0.731], [0.800, -0.336, 2.249], [0.990, 0.142, -0.855], [2.622, 1.383, -0.336], [1.447, 2.518, 0.198], [2.426, 1.590, 1.394], [-2.406, -0.325, -0.789], [-1.617, -1.391, -1.044], [-3.252, -0.439, -0.048], [-2.241, 0.659, -1.314], [-1.890, -2.330, -0.692], [-0.516, -1.351, -1.249]],
  "nbo_charge": [-0.4087, -0.1746, -0.6441, 0.2040, 0.2111, 0.1855, 0.2082, 0.2107, 0.2084, -0.3775, -0.4014, 0.2029, 0.2005, 0.1807, 0.1943]
}

6.
{
  "formula": "C5H10AlZr",
  "method": "wB97M-V/def2-TZVPD",
  "e_tot_ev": -13179.049,
  "gap_ev": 4.2,
  "total_charge": 3,
  "e_lumo_ev": -17.425,
  "e_homo_ev": -21.580,
  "fmax_ha_per_bohr": 0.1291,
  "symbols": ["C", "C", "C", "C", "C", "Al", "H", "H", "H", "H", "H", "H", "H", "H", "H", "H", "Zr"],
  "xyz": [[1.233, -2.272, -0.028], [1.300, -1.115, 0.140], [1.226, 0.371, 0.418], [0.561, 1.153, -0.748], [-0.667, 0.474, -1.239], [-1.854, 0.009, 0.490], [0.985, -3.244, -0.368], [2.244, 0.725, 0.571], [0.538, 0.679, 1.378], [0.385, 2.166, -0.454], [1.286, 1.184, -1.546], [-1.238, 1.116, -1.870], [-0.471, -0.469, -1.722], [-0.945, 0.501, 1.875], [-3.151, 0.966, 0.311], [-2.100, -1.566, 0.552], [0.669, -0.677, 2.240]],
  "nbo_charge": [0.1476, -0.2904, -0.4957, -0.4395, -0.4423, 0.9689, 0.3359, 0.3536, 0.1393, 0.2900, 0.3291, 0.3059, 0.2718, -0.2979, -0.0033, -0.2334, 2.0604]
}

7.
{
  "formula": "C5H10BF4N2O4V",
  "method": "wB97M-V/def2-TZVPD",
  "relative_energy_kcal_mol": 1.5,
  "e_tot_ev": -53760.351,
  "multiplicity": 3,
  "gap_ev": [8.3, 9.7],
  "e_lumo_ev": [-0.818, -0.111],
  "e_homo_ev": [-9.163, -9.831],
  "fmax_ha_per_bohr": 0.0181,
  "symbols": ["V", "N", "C", "C", "O", "N", "C", "C", "O", "O", "H", "H", "H", "H", "H", "H", "C", "O", "H", "H", "H", "H", "F", "B", "F", "F", "F"],
  "xyz": [[0.756, 0.330, -0.257], [0.651, 0.009, 1.896], [-0.618, -0.712, 2.185], [-1.004, -1.593, 1.000], [-1.802, -2.502, 1.118], [-0.370, -1.207, -0.137], [-0.638, -1.866, -1.414], [-0.349, -0.862, -2.522], [-0.552, -1.064, -3.684], [0.177, 0.293, -2.041], [0.762, 0.841, 2.463], [1.445, -0.582, 2.121], [-0.558, -1.314, 3.088], [-1.406, 0.027, 2.333], [0.022, -2.723, -1.567], [-1.661, -2.234, -1.480], [-2.121, 1.520, -0.376], [-0.759, 1.839, 0.020], [-2.695, 2.441, -0.429], [-2.528, 0.876, 0.396], [-2.116, 1.008, -1.333], [-0.438, 2.539, -0.565], [3.163, 1.247, 1.206], [3.263, 1.040, -0.156], [4.483, 1.131, -0.685], [2.234, 1.850, -0.791], [2.658, -0.331, -0.388]],
  "nbo_charge": [1.4771, -0.8230, -0.3127, 0.6515, -0.6085, -0.6706, -0.3584, 0.7803, -0.5663, -0.7411, 0.4035, 0.4032, 0.2244, 0.2166, 0.2299, 0.2423, -0.2468, -0.7080, 0.1954, 0.1968, 0.2095, 0.5061, -0.5346, 1.3502, -0.4970, -0.5158, -0.5041]
}

8.
{
  "formula": "C5H10BNO2S",
  "method": "wB97M-V/def2-TZVPD",
  "relative_energy_kcal_mol": 28.2,
  "e_tot_ev": -22443.863,
  "gap_ev": 9.5,
  "e_lumo_ev": 0.363,
  "e_homo_ev": -9.106,
  "fmax_ha_per_bohr": 0.0439,
  "smiles": "C=C(S)C/C=N\\C.O=BO",
  "symbols": ["C", "C", "S", "C", "C", "N", "C", "H", "H", "H", "H", "H", "H", "H", "H", "H", "O", "B", "O", "H"],
  "xyz": [[-0.165, -0.348, 2.964], [-1.012, -0.141, 1.969], [-1.750, 1.457, 1.720], [-1.191, -1.102, 0.788], [0.079, -0.845, -0.036], [0.133, -0.390, -1.220], [-0.982, -0.389, -2.177], [0.168, 0.200, 3.832], [0.399, -1.259, 3.053], [-0.768, 2.031, 2.540], [-2.057, -0.870, 0.216], [-1.258, -2.235, 1.030], [0.945, -0.945, 0.624], [-1.600, 0.413, -1.677], [-0.577, -0.107, -3.163], [-1.393, -1.461, -2.178], [3.611, 2.677, -1.225], [3.083, 1.839, -1.895], [2.597, 0.919, -2.679], [1.740, 0.556, -2.488]],
  "nbo_charge": [-0.4408, -0.1250, 0.0115, -0.5310, 0.1684, -0.4666, -0.4601, 0.2182, 0.1976, 0.1531, 0.2237, 0.2439, 0.1832, 0.2188, 0.2103, 0.2069, -0.8643, 1.2306, -0.9190, 0.5404]
}